Here is 22 unconnected molecules or ions with the total composition C41H54Cl64O4Si in a non-equilibrium geometry from the Open Molecules 2025 dataset. Energies are from wB97M-V/def2-TZVPD.

Element x y z (Å)
C -3.7504 4.6443 2.0331
C -3.9649 3.6300 1.4336
C -4.1618 2.3215 0.7389
Cl -2.5850 1.9792 0.0193
O -4.6156 1.4525 1.7932
C -5.8294 2.0722 2.1379
O -6.2969 2.0270 3.2177
O -6.3343 2.6830 1.0361
C -5.4413 2.3149 -0.1016
C -5.6767 3.4504 -1.1254
C -4.4137 4.1092 -1.6681
O -4.7292 4.9877 -2.7490
Si -3.4595 5.0918 -3.8444
C -1.7531 5.1368 -3.0403
C -3.5084 3.5270 -4.9233
C -3.5856 6.5663 -4.9734
C -6.0721 0.9804 -0.5502
C -5.1554 -0.0659 -1.2433
C -5.5092 -1.5017 -0.7824
C -5.2657 -2.5493 -1.8714
C -4.9156 -1.8929 0.5900
C -3.4232 -1.6192 0.8137
C -2.5504 -2.3333 -0.2057
C -1.5471 -1.7189 -0.9641
C -0.1824 -1.3971 -0.4133
C -1.7509 -1.3733 -2.4447
H -3.3078 5.4332 2.5861
H -6.2334 3.0835 -1.9892
H -6.3254 4.1972 -0.6644
H -3.7542 3.3126 -2.0387
H -3.9142 4.6832 -0.8840
H -1.7145 4.8051 -1.9998
H -1.0879 4.4810 -3.6122
H -1.2896 6.1274 -3.0835
H -2.6933 2.8500 -4.6566
H -4.4469 2.9917 -4.7522
H -3.4276 3.8205 -5.9752
H -2.7357 6.6253 -5.6597
H -4.4837 6.5261 -5.5967
H -3.6181 7.5215 -4.4456
H -6.6044 0.4831 0.2600
H -6.8370 1.2569 -1.2761
H -4.0895 0.1437 -1.1743
H -5.4128 -0.0555 -2.3080
H -6.5979 -1.4704 -0.6327
H -4.2141 -2.7743 -2.0448
H -5.7450 -3.4842 -1.5650
H -5.6907 -2.2458 -2.8332
H -5.1867 -2.9241 0.8296
H -5.4399 -1.2787 1.3343
H -3.1753 -0.5623 0.7951
H -3.1788 -1.9695 1.8324
H -2.7287 -3.3944 -0.4220
H 0.4483 -2.2876 -0.4626
H -0.1801 -0.9926 0.6066
H 0.2991 -0.6337 -1.0411
H -1.2908 -0.3900 -2.5666
H -1.2445 -2.0633 -3.1332
H -2.8142 -1.3376 -2.6530
C -3.3693 4.6455 6.4456
Cl -3.8626 3.1556 7.2467
Cl -3.1718 4.3834 4.7082
Cl -4.5311 5.9372 6.7630
H -2.4130 4.9481 6.8537
C -1.5167 10.2094 -3.5400
Cl -1.1449 8.9927 -4.7665
Cl -2.0678 11.7045 -4.2945
Cl -2.7222 9.6004 -2.4026
H -0.6107 10.4211 -2.9880
C -7.0472 9.1875 -4.2322
Cl -5.5884 9.4347 -3.2682
Cl -7.8962 10.7103 -4.5102
Cl -6.6359 8.4087 -5.7590
H -7.7056 8.5303 -3.6833
C -4.8769 14.5460 -5.4287
Cl -5.6426 14.8706 -3.8728
Cl -3.1255 14.4131 -5.2474
Cl -5.5361 13.0840 -6.1578
H -5.0845 15.3780 -6.0882
C 2.5358 -0.8107 2.9262
Cl 3.8322 -1.9865 3.1270
Cl 2.8127 0.1921 1.4957
Cl 0.9794 -1.6357 2.8163
H 2.5307 -0.1632 3.7947
C -2.6959 -6.7277 -2.3289
Cl -2.5226 -5.2461 -1.3744
Cl -3.9840 -6.5450 -3.5207
Cl -1.1726 -7.1499 -3.1110
H -2.9659 -7.5332 -1.6590
C -2.4433 9.0197 8.8564
Cl -1.8807 7.9404 7.5781
Cl -1.9160 8.4296 10.4351
Cl -1.8688 10.6624 8.5802
H -3.5254 9.0302 8.8440
C 6.7764 -3.7586 1.2191
Cl 8.0883 -4.9240 1.3821
Cl 7.0198 -2.7354 -0.1978
Cl 5.2238 -4.5922 1.1202
H 6.7660 -3.1253 2.0978
C -9.0556 5.0719 -4.3199
Cl -9.5646 6.6618 -3.7403
Cl -7.6691 5.1833 -5.4019
Cl -8.7111 4.0054 -2.9576
H -9.8806 4.6480 -4.8771
C 4.3330 2.2449 5.9662
Cl 4.0812 1.4248 4.4201
Cl 2.8283 2.3137 6.8809
Cl 5.5931 1.4414 6.9002
H 4.6568 3.2566 5.7603
C -6.5717 3.4594 -8.8725
Cl -5.2726 3.9255 -7.7700
Cl -7.8700 2.6350 -8.0073
Cl -7.1952 4.8673 -9.7344
H -6.1636 2.7701 -9.5995
C -0.3776 -4.4814 -6.4873
Cl -0.5038 -2.9420 -7.3432
Cl -1.0614 -4.3589 -4.8681
Cl -1.1651 -5.7703 -7.4003
H 0.6715 -4.7284 -6.3927
C 10.0901 -8.6994 0.5697
Cl 10.4299 -10.0201 -0.5466
Cl 10.3950 -7.1377 -0.1931
Cl 8.4284 -8.7914 1.1630
H 10.7546 -8.7944 1.4178
C 5.7805 -8.0535 -1.9898
Cl 5.7503 -6.5160 -1.1287
Cl 4.5592 -8.0881 -3.2661
Cl 7.3859 -8.3717 -2.6522
H 5.5502 -8.8394 -1.2817
C 3.4896 -4.9900 5.7251
Cl 2.3233 -6.2555 6.1178
Cl 3.8980 -5.0336 4.0053
Cl 2.8676 -3.4110 6.2085
H 4.3937 -5.1791 6.2882
C 8.0679 -13.2205 -1.5043
Cl 7.8299 -11.5551 -2.0328
Cl 9.7584 -13.5152 -1.0850
Cl 7.0131 -13.5967 -0.1400
H 7.8064 -13.8769 -2.3236
C 10.6729 -2.2638 3.3660
Cl 10.7720 -0.7612 4.2869
Cl 9.4657 -2.1430 2.0854
Cl 12.2500 -2.6915 2.6963
H 10.3686 -3.0630 4.0350
C 12.4042 -4.5866 6.1486
Cl 12.1318 -3.0570 6.9772
Cl 12.6760 -5.8887 7.3046
Cl 11.0408 -4.9735 5.0889
H 13.2882 -4.4873 5.5315
C 3.9597 -16.1159 0.8797
Cl 2.7646 -17.3390 1.3124
Cl 4.3675 -16.2146 -0.8331
Cl 3.3807 -14.5007 1.2917
H 4.8589 -16.3063 1.4508
C 1.9687 7.7541 9.5580
Cl 2.5141 6.6779 8.2694
Cl 2.4952 7.1616 11.1349
Cl 2.5511 9.3973 9.2863
H 0.8857 7.7692 9.5446
C 13.2568 -9.2808 2.9551
Cl 11.9783 -10.4497 3.2970
Cl 13.6515 -9.2757 1.2362
Cl 12.7818 -7.6668 3.4898
H 14.1406 -9.5746 3.5058

Summary:
**Total energy**: -860889.7634 eV
**Kohn-Sham gap**: 6.66 eV
**Multiplicity**: 1
**Lowest unoccupied orbital energy**: 0.1 eV
**HOMO**: -6.5759 eV